(1)
Molecular formula: C3H2O3Sc
Method: DFT, ωB97M-V/def2-TZVPD

CARTESIAN COORDINATES (ANGSTROEM)
O (-2.046, -0.226, -0.453)
C (-0.939, 0.324, -0.254)
C (0.171, -0.487, 0.196)
O (-0.027, -1.799, 0.260)
Sc (-1.912, -2.272, -0.122)
H (-0.810, 1.398, -0.449)
C (1.401, 0.089, 0.282)
O (1.784, 1.285, -0.055)
H (2.377, 1.689, 0.595)

Values from the calculation:
- LUMO energy (spin up / spin down) (eV) = -11.35 / -11.35
- total charge = +2
- ⟨S²⟩ = 0.767
- highest occupied orbital energy (spin up / spin down) (eV) = -17.94 / -18.25
- molecular weight (u) = 131.0
- orbital gap (spin up / spin down) (eV) = 6.59 / 6.90
- spin multiplicity = 2

(2)
Molecular formula: C53H67F2N7O5P2SSi
Method: DFT, ωB97M-V/def2-TZVPD

CARTESIAN COORDINATES (ANGSTROEM)
H (-4.529, 8.244, -1.084)
N (-3.635, 8.015, -1.555)
C (-3.783, 6.880, -2.153)
C (-2.620, 6.211, -2.985)
C (-1.583, 5.465, -1.970)
C (-0.331, 6.417, -1.961)
C (0.705, 7.053, -1.985)
O (-1.404, 4.174, -2.503)
C (-0.888, 3.130, -1.654)
P (-0.425, 3.562, 0.104)
S (-1.790, 4.045, 1.397)
C (0.557, 2.861, -2.371)
F (1.462, 3.947, -2.074)
F (0.465, 2.969, -3.778)
C (1.353, 1.604, -1.878)
C (2.953, 1.718, -2.094)
Si (3.942, 2.070, -0.504)
C (3.116, 1.497, 1.114)
C (4.288, 3.963, -0.340)
C (5.597, 1.076, -0.629)
C (5.990, 0.234, -1.794)
C (7.296, -0.532, -1.750)
C (8.144, -0.410, -0.522)
C (7.792, 0.432, 0.662)
C (6.494, 1.181, 0.589)
C (-1.910, 1.882, -1.871)
C (-3.361, 2.390, -2.386)
C (-4.156, 3.322, -1.373)
C (-5.211, 2.520, -0.455)
C (-5.958, 3.585, 0.478)
N (-5.295, 3.623, 1.825)
C (-4.885, 4.803, 2.483)
C (-4.277, 4.484, 3.800)
C (-4.294, 2.968, 3.964)
C (-4.938, 2.534, 2.712)
C (-2.235, 1.007, -0.592)
P (-1.060, -0.302, -0.025)
O (-0.209, -0.983, -1.040)
O (-0.048, 0.164, 1.248)
O (-2.037, -1.528, 0.658)
O (-1.415, 1.093, -2.950)
C (-2.114, -0.065, -3.352)
H (-4.763, 6.324, -2.072)
H (-2.051, 6.967, -3.614)
H (-3.037, 5.437, -3.709)
H (-2.076, 5.581, -0.965)
H (1.672, 7.576, -2.174)
H (0.418, 2.575, 0.733)
H (0.424, 4.728, 0.035)
H (1.152, 1.265, -0.827)
H (1.041, 0.738, -2.548)
H (3.294, 0.696, -2.469)
H (3.210, 2.433, -2.944)
H (2.404, 2.253, 1.564)
H (2.576, 0.517, 0.880)
H (3.888, 1.212, 1.902)
H (4.069, 4.529, -1.296)
H (3.594, 4.350, 0.463)
H (5.360, 4.191, -0.065)
H (5.345, 0.147, -2.707)
H (7.575, -1.196, -2.622)
H (9.100, -0.996, -0.482)
H (8.417, 0.505, 1.592)
H (6.173, 1.824, 1.456)
H (-4.081, 1.510, -2.508)
H (-3.293, 2.819, -3.438)
H (-4.826, 3.978, -2.029)
H (-3.542, 4.035, -0.763)
H (-4.737, 1.702, 0.149)
H (-5.982, 2.106, -1.174)
H (-5.866, 4.595, -0.030)
H (-7.064, 3.371, 0.568)
H (-4.997, 5.861, 2.136)
H (-3.867, 5.164, 4.587)
H (-3.935, 2.296, 4.780)
H (-5.106, 1.442, 2.465)
H (-2.538, 1.600, 0.340)
H (-3.204, 0.451, -0.834)
H (-0.353, -0.255, 2.081)
H (-2.811, -1.048, 1.024)
H (-2.385, 0.039, -4.458)
H (-1.441, -0.984, -3.312)
H (-3.066, -0.346, -2.825)
C (-10.375, 0.191, 1.979)
C (-9.475, 1.241, 2.061)
C (-8.163, 1.015, 1.674)
N (-7.717, -0.168, 1.227)
C (-8.605, -1.167, 1.158)
C (-9.937, -1.040, 1.518)
H (-11.409, 0.330, 2.271)
H (-9.785, 2.215, 2.417)
H (-7.417, 1.797, 1.717)
H (-8.213, -2.111, 0.795)
H (-10.613, -1.882, 1.440)
C (7.554, -4.506, 2.651)
C (6.464, -3.796, 2.175)
C (6.420, -3.489, 0.824)
N (7.373, -3.836, -0.050)
C (8.418, -4.520, 0.436)
C (8.554, -4.878, 1.767)
H (7.625, -4.767, 3.701)
H (5.664, -3.487, 2.837)
H (5.585, -2.937, 0.403)
H (9.176, -4.786, -0.294)
H (9.420, -5.434, 2.102)
C (-14.160, 1.882, -1.797)
C (-14.351, 2.653, -0.661)
C (-13.266, 2.871, 0.172)
N (-12.041, 2.378, -0.052)
C (-11.883, 1.635, -1.155)
C (-12.902, 1.361, -2.054)
H (-14.983, 1.690, -2.476)
H (-15.320, 3.076, -0.428)
H (-13.365, 3.470, 1.072)
H (-10.882, 1.247, -1.311)
H (-12.715, 0.755, -2.932)
C (11.165, -9.636, 4.587)
C (10.564, -9.866, 3.360)
C (9.527, -9.032, 2.971)
N (9.068, -8.017, 3.715)
C (9.664, -7.816, 4.897)
C (10.710, -8.590, 5.375)
H (11.980, -10.265, 4.927)
H (10.892, -10.673, 2.718)
H (9.028, -9.171, 2.017)
H (9.271, -6.989, 5.479)
H (11.155, -8.380, 6.339)
C (6.411, -8.322, -2.059)
C (6.848, -9.608, -2.339)
C (8.058, -10.020, -1.804)
N (8.835, -9.247, -1.034)
C (8.392, -8.009, -0.780)
C (7.196, -7.502, -1.263)
H (5.470, -7.963, -2.457)
H (6.262, -10.276, -2.958)
H (8.441, -11.018, -1.993)
H (9.042, -7.405, -0.155)
H (6.887, -6.493, -1.022)

Values from the calculation:
- LUMO energy (eV) = 0.18
- total charge = 0
- highest occupied orbital energy (eV) = -7.90
- SMILES = [H]/N=C/C[C@H](C#C)O[C@]([PH2]=S)(C(F)(F)CC[Si](C)(C)c1ccccc1)[C@](CCCCn1cccc1)(CP(=O)(O)O)OC.c1ccncc1.c1ccncc1.c1ccncc1.c1ccncc1.c1ccncc1
- molecular weight (u) = 1042.3
- orbital gap (eV) = 8.08

(3)
Molecular formula: C3H3ClN2O
Method: DFT, ωB97M-V/def2-TZVPD

CARTESIAN COORDINATES (ANGSTROEM)
O (2.124, 0.679, -0.610)
N (1.283, -0.271, -0.072)
C (-0.069, -0.177, 0.087)
C (-0.445, -1.359, 0.658)
N (0.634, -2.158, 0.846)
C (1.660, -1.483, 0.400)
Cl (3.271, -1.987, 0.382)
H (1.582, 1.440, -0.861)
H (-0.621, 0.691, -0.209)
H (-1.422, -1.690, 0.946)

Values from the calculation:
- LUMO energy (eV) = 0.44
- total charge = 0
- highest occupied orbital energy (eV) = -8.91
- SMILES = On1ccnc1Cl
- molecular weight (u) = 118.5
- orbital gap (eV) = 9.35

Copy entry 3 word for word.
Molecular formula: C3H3ClN2O
Method: DFT, ωB97M-V/def2-TZVPD

CARTESIAN COORDINATES (ANGSTROEM)
O (2.124, 0.679, -0.610)
N (1.283, -0.271, -0.072)
C (-0.069, -0.177, 0.087)
C (-0.445, -1.359, 0.658)
N (0.634, -2.158, 0.846)
C (1.660, -1.483, 0.400)
Cl (3.271, -1.987, 0.382)
H (1.582, 1.440, -0.861)
H (-0.621, 0.691, -0.209)
H (-1.422, -1.690, 0.946)

Values from the calculation:
- LUMO energy (eV) = 0.44
- total charge = 0
- highest occupied orbital energy (eV) = -8.91
- SMILES = On1ccnc1Cl
- molecular weight (u) = 118.5
- orbital gap (eV) = 9.35

- Which value of total charge does entry 3 give?
  0

Please write out number 3 again, unchanged.
Molecular formula: C3H3ClN2O
Method: DFT, ωB97M-V/def2-TZVPD

CARTESIAN COORDINATES (ANGSTROEM)
O (2.124, 0.679, -0.610)
N (1.283, -0.271, -0.072)
C (-0.069, -0.177, 0.087)
C (-0.445, -1.359, 0.658)
N (0.634, -2.158, 0.846)
C (1.660, -1.483, 0.400)
Cl (3.271, -1.987, 0.382)
H (1.582, 1.440, -0.861)
H (-0.621, 0.691, -0.209)
H (-1.422, -1.690, 0.946)

Values from the calculation:
- LUMO energy (eV) = 0.44
- total charge = 0
- highest occupied orbital energy (eV) = -8.91
- SMILES = On1ccnc1Cl
- molecular weight (u) = 118.5
- orbital gap (eV) = 9.35